Formula: C4H11NO5
Source: the Open Molecules 2025 dataset
Level of theory: wB97M-V/def2-TZVPD

Structure (XYZ):
```
21
Properties=species:S:1:pos:R:3:lowdin_charge:R:1
O 0.47 1.95 -0.46 0.053
C -0.18 0.97 -0.75 -0.425
N 0.00 -0.15 0.08 0.190
C -0.74 -1.39 0.06 -0.568
O -0.47 -2.14 1.12 0.102
O -1.49 -1.69 -0.80 0.126
C -1.13 0.93 -1.91 -0.160
C -0.42 0.24 -3.09 -0.088
H 0.73 -0.05 0.81 0.116
H 0.10 -1.67 1.85 0.098
H -1.50 2.00 -2.16 0.145
H -2.09 0.40 -1.68 0.120
H -0.20 -0.79 -2.92 0.061
H -1.07 0.28 -4.01 0.090
H 0.52 0.73 -3.36 0.079
H 1.85 -1.12 3.14 0.017
H 1.37 0.22 2.61 0.053
O 1.09 -0.74 2.82 -0.033
H 2.24 2.45 2.13 0.060
H 1.38 1.90 1.03 0.000
O 1.84 1.64 1.83 -0.036
```

## Properties
HOMO energy ... -10.63 eV
Calculated total energy ... -16055.4828 eV
Energy relative to the best compared isomer or geometry (same formula, charge and spin) ... 0.0 kJ/mol
SMILES string ... CCC(=O)NC(=O)O.O.O